Entry 1:
This record from the OMol25 dataset describes a 2-piece molecular cluster, H4O2 overall at a distorted geometry. The level of theory is ωB97M-V with the def2-TZVPD basis set.

- Frontier orbital gap: 12.12 eV
- HOMO: -11.201 eV
- Spin multiplicity: 1
- Relative energy (zero: lowest compared OMol25 entry of this formula, charge and spin): 12.1 kJ/mol

Geometry as XYZ:
```
6
H4O2 | the OMol25 dataset | ωB97M-V with the def2-TZVPD basis set
H 0.55413 0.05594 1.20159
H 1.61820 1.00618 0.59728
H -1.69178 -0.83246 -0.83835
H -0.35653 -0.14777 -0.95898
O 0.62862 0.93405 0.76916
O -0.75265 -1.01595 -0.77071
```

Need the Mulliken charges? In units of e they are: H 0.3483; H 0.3327; H 0.3130; H 0.3470; O -0.6858; O -0.6551

=====

Entry 2:
This record from the OMol25 dataset describes a 8-piece molecular cluster, C20H51N3O5S5 overall at a distorted geometry. The level of theory is ωB97M-V with the def2-TZVPD basis set.

- Charge: +1
- Frontier orbital gap (spin up / spin down): 6.85 / 2.53 eV
- HOMO (spin up / spin down): -10.399 / -10.399 eV
- Spin multiplicity: 2

Geometry as XYZ:
```
84
C20H51N3O5S5 | the OMol25 dataset | ωB97M-V with the def2-TZVPD basis set
C 0.49383 -6.53987 -0.08999
C -0.00267 -5.07952 -0.05822
N 1.11890 -4.13788 0.11983
C 1.68094 -3.68022 -1.20570
C 2.49615 -4.76623 -1.84248
C 0.65071 -2.96413 0.93945
C 1.76766 -2.01910 1.37722
H 1.39033 -6.76638 0.48714
H 0.64075 -7.04840 -1.04283
H -0.42903 -7.00439 0.25735
H -0.53885 -4.95989 -0.99965
H -0.60083 -5.04887 0.85248
H 0.89922 -3.36993 -1.89905
H 2.30391 -2.79146 -1.10514
H 3.37212 -4.88447 -1.20468
H 1.94726 -5.70626 -1.89876
H 2.92099 -4.56636 -2.82618
H 0.16785 -3.24191 1.87635
H -0.02943 -2.45984 0.25300
H 2.30972 -1.51340 0.57813
H 2.57280 -2.53057 1.90471
H 1.35619 -1.27768 2.06213
C -4.08474 1.17282 -0.56065
C -3.61177 1.99476 -1.66287
N -3.27445 2.68991 -2.48633
H -3.59332 1.50707 0.35307
H -3.96285 0.09045 -0.60204
H -5.12858 1.44542 -0.40514
C 3.30048 0.94546 3.66826
C 3.22839 1.53677 2.34829
N 3.17272 1.98952 1.23326
H 3.73546 1.63892 4.38798
H 3.84184 0.00346 3.58067
H 2.29202 0.63258 3.93884
C 0.15708 2.36473 -0.69757
S 0.00891 0.57339 -0.23576
O -1.30796 0.28087 0.46628
C -0.08794 -0.09086 -1.97958
H -0.83651 2.72589 -0.96295
H 0.93061 2.52804 -1.44796
H 0.57247 2.89075 0.16200
H -0.98292 0.36913 -2.39855
H -0.08425 -1.18074 -1.99507
H 0.75561 0.14002 -2.63013
C 2.12748 4.97596 2.80278
S 3.05921 6.49127 3.06407
O 4.53174 6.02217 3.25823
C 2.33623 6.88973 4.73422
H 1.06867 5.12452 3.01478
H 2.57846 4.33096 3.55690
H 2.39448 4.52302 1.84797
H 1.27334 7.12507 4.67955
H 2.79435 7.74967 5.22280
H 2.39540 5.98065 5.33269
C -1.26858 -2.00983 -5.82542
S 0.16077 -3.06502 -5.22815
O 0.99173 -2.19528 -4.26795
C -0.83944 -4.19319 -4.17230
H -1.01791 -1.40618 -6.69771
H -1.59541 -1.33049 -5.03816
H -2.15178 -2.57365 -6.12568
H -1.70865 -4.57726 -4.70622
H -1.23775 -3.65763 -3.31054
H -0.33883 -5.00889 -3.65065
C -1.84840 7.00241 -0.03207
S -0.65699 6.03407 0.97900
O -1.01455 4.53004 0.79445
C 0.75695 6.33813 -0.18040
H -1.44467 7.90895 -0.48294
H -2.74312 7.40944 0.43902
H -2.11009 6.35064 -0.86562
H 0.37288 6.26864 -1.19813
H 1.46964 5.52705 -0.03101
H 1.23063 7.27463 0.11402
C -3.15840 -3.07746 -0.09393
S -4.04920 -2.30657 1.33753
O -5.16390 -3.14160 1.97569
C -2.67124 -2.36377 2.64760
H -2.37855 -2.39482 -0.43147
H -3.72811 -3.46238 -0.93973
H -2.71425 -3.96766 0.35147
H -2.33911 -3.39788 2.73929
H -2.96255 -1.90509 3.59250
H -1.92931 -1.71356 2.18407
```

Atom charges from the Mulliken analysis, given in e for atoms 1 to 8: C -1.7734; C 0.5941; N -0.0044; C 0.4689; C -1.5706; C 0.6511; C -1.7527; H 0.3115

=====

Entry 3:
This record from the OMol25 dataset describes C42H59Br2N8O3RbSeSi as an isolated structure at a distorted geometry. The level of theory is ωB97M-V with the def2-TZVPD basis set.

- Frontier orbital gap: 6.03 eV
- HOMO: -6.107 eV
- Spin multiplicity: 1
- Relative energy (zero: lowest compared OMol25 entry of this formula, charge and spin): 78.7 kJ/mol

Geometry as XYZ:
```
117
C42H59Br2N8O3RbSeSi | the OMol25 dataset | ωB97M-V with the def2-TZVPD basis set
Rb 1.55869 -0.99818 -0.77808
C -1.60025 -4.14102 -3.80616
N -1.16597 -4.60387 -2.50534
C -1.60380 -5.91899 -2.10404
C -0.26471 -3.85657 -1.82991
O 0.13800 -2.78649 -2.23064
C 0.22984 -4.42884 -0.49881
O 1.39670 -3.73532 -0.15228
C 1.90397 -4.11315 1.09666
C 3.06084 -3.16680 1.42968
O 3.49111 -2.39621 0.59373
N 3.57815 -3.24925 2.67005
C 3.11916 -4.11214 3.72852
C 4.51325 -2.23692 3.11594
H -2.68153 -4.23774 -3.89719
H -1.11705 -4.71614 -4.59986
H -1.32057 -3.09351 -3.89543
H -2.51317 -6.16285 -2.64965
H -1.82875 -5.95348 -1.03903
H -0.85191 -6.68091 -2.33554
H 0.43228 -5.50657 -0.58288
H -0.55629 -4.27706 0.26056
H 2.26861 -5.15508 1.07183
H 1.12029 -4.03231 1.86483
H 2.43825 -4.87419 3.36556
H 2.61411 -3.51998 4.49693
H 3.98490 -4.60118 4.17918
H 4.71692 -1.56459 2.28721
H 5.44266 -2.69116 3.46400
H 4.06238 -1.67257 3.93375
C 2.81200 2.57839 -2.21078
C 2.23190 2.89877 -0.86027
C 2.20989 4.20665 -0.39625
C 1.73025 4.42672 0.89565
C 1.29608 3.36424 1.64163
C 1.30350 2.05240 1.09016
N 1.77478 1.86980 -0.16389
N 0.85624 0.97165 1.72615
Si 0.98765 0.64731 3.37584
C -0.18047 1.49520 4.65588
C 2.74987 1.01467 4.05749
C 0.69198 -1.23697 3.56999
H 3.62859 3.25749 -2.44329
H 2.05386 2.67473 -2.98808
H 3.16734 1.55085 -2.21407
H 2.57617 5.02282 -1.00220
H 1.72334 5.42694 1.31457
H 0.94949 3.49078 2.65445
H -0.40198 2.51764 4.36390
H 0.26382 1.52900 5.64683
H -1.12746 0.97141 4.74013
H 2.84572 2.06741 4.30222
H 3.50756 0.79306 3.31204
H 2.98658 0.44980 4.95510
H -0.21255 -1.55846 3.06417
H 0.60820 -1.51741 4.61498
H 1.51914 -1.78969 3.14169
Br 7.50961 -0.79410 -5.53014
C 5.88104 -0.82793 -4.53441
C 5.88006 -1.29932 -3.23244
C 4.66067 -1.29969 -2.56409
N 3.53848 -0.87465 -3.10374
C 3.53847 -0.41509 -4.35459
C 4.71179 -0.37876 -5.11886
C 2.24024 0.06219 -4.86216
C 2.06190 0.52500 -6.17239
C 0.80376 0.96166 -6.54180
Br 0.51478 1.60763 -8.31725
C -0.24353 0.93190 -5.63724
C 0.04279 0.44983 -4.36346
N 1.23262 0.03754 -3.99161
H 6.78440 -1.64587 -2.75824
H 4.59162 -1.65766 -1.54562
H 4.72820 -0.00783 -6.13011
H 2.86587 0.55053 -6.88947
H -1.23212 1.26696 -5.90772
H -0.73416 0.39190 -3.61259
C -4.53359 3.38602 -0.73932
C -3.48073 4.13008 -1.55948
C -2.32161 3.25373 -2.04558
C -1.25650 2.93983 -0.99076
N -1.80053 2.24929 0.14709
C -2.12500 0.93923 0.19415
Se -1.99285 -0.23337 -1.16901
N -2.67183 0.66246 1.40488
C -2.97743 -0.66380 1.87663
C -4.27402 -1.24053 1.30175
C -5.52818 -0.47103 1.71297
C -5.94712 -0.70753 3.16067
C -2.69765 1.82055 2.14614
C -3.23009 2.12015 3.38988
C -3.10903 3.42049 3.84694
C -2.46767 4.39484 3.09030
C -1.97562 4.11817 1.82817
C -2.10587 2.82257 1.35644
H -5.47307 3.93329 -0.74709
H -4.23600 3.27765 0.29893
H -4.71246 2.39629 -1.15338
H -3.09166 4.96706 -0.97601
H -3.96906 4.54623 -2.44327
H -1.81392 3.76227 -2.86768
H -2.72107 2.31504 -2.43443
H -0.79688 3.86239 -0.63040
H -0.46919 2.31649 -1.43031
H -3.02380 -0.62050 2.96461
H -2.14178 -1.30997 1.58616
H -4.35682 -2.27983 1.62458
H -4.19189 -1.24213 0.21325
H -6.34884 -0.77652 1.06051
H -5.36085 0.59485 1.54912
H -6.22056 -1.74885 3.31828
H -6.80749 -0.08962 3.40830
H -5.14878 -0.45901 3.85492
H -3.73585 1.37163 3.97771
H -3.52156 3.68964 4.80731
H -2.35088 5.38740 3.49715
H -1.50634 4.88866 1.24025
```

Atom charges from the Mulliken analysis, given in e for atoms 1 to 8: Rb 0.4480; C -1.0099; N 0.3091; C -1.0158; C 0.1953; O -0.6002; C -0.8709; O 0.1357

=====

Entry 4:
This record from the OMol25 dataset describes a 11-piece molecular cluster, C23H43Cl10FO18 overall at a distorted geometry. The level of theory is ωB97M-V with the def2-TZVPD basis set.

- Frontier orbital gap: 10.91 eV
- HOMO: -10.557 eV
- Spin multiplicity: 1
- Relative energy (zero: lowest compared OMol25 entry of this formula, charge and spin): 0.0 kJ/mol

Geometry as XYZ:
```
95
C23H43Cl10FO18 | the OMol25 dataset | ωB97M-V with the def2-TZVPD basis set
C -0.44440 -3.44989 1.04789
O -1.47937 -4.20446 0.43440
C -2.02169 -5.21467 1.09557
O -1.81496 -5.50536 2.23097
O -2.87529 -5.89710 0.31931
C -3.14359 -5.42192 -0.98328
H -0.54464 -3.28196 2.11867
H -0.42186 -2.51103 0.49982
H 0.51490 -3.94836 0.90043
H -3.95291 -4.69686 -1.03370
H -3.43462 -6.26168 -1.61918
H -2.25122 -5.05777 -1.49190
C -3.30236 1.38606 -2.08609
O -2.87141 2.29002 -1.10025
C -1.86380 3.10461 -1.37050
O -1.37134 3.21651 -2.46519
O -1.44962 3.68464 -0.27168
C -0.32719 4.54605 -0.35238
H -2.55101 0.70874 -2.49685
H -3.77722 1.86709 -2.94525
H -4.05083 0.77221 -1.58552
H 0.53430 3.99721 -0.73569
H -0.09380 5.01576 0.59381
H -0.52677 5.30821 -1.10988
C 3.09375 -3.80892 2.68277
O 3.29545 -2.60521 3.40631
C 2.53235 -1.58000 3.03568
O 1.66686 -1.64465 2.20252
O 2.81635 -0.54909 3.79734
C 1.95544 0.57977 3.72897
H 3.94259 -4.46540 2.84746
H 2.94518 -3.67703 1.61047
H 2.18908 -4.28919 3.06529
H 0.90423 0.31267 3.81677
H 2.21358 1.19948 2.87143
H 2.17059 1.17754 4.61535
C 0.00945 0.77831 0.75737
O 0.97615 1.80010 0.40604
C 1.60467 1.50465 -0.73466
O 1.27806 0.65600 -1.52123
O 2.68530 2.25238 -0.82861
C 3.53287 2.10561 -1.94734
H -0.67619 0.73368 -0.08116
H -0.54615 1.12465 1.62996
H 0.49033 -0.14290 1.07796
H 3.29723 2.86787 -2.69493
H 3.42149 1.16222 -2.47953
H 4.56987 2.27001 -1.66652
C -7.22695 0.17691 3.83022
O -6.29100 0.37255 2.77521
C -5.31587 1.23891 3.03874
O -5.23941 1.93408 4.01037
O -4.45300 1.19569 2.03011
C -3.33382 2.05570 2.11467
H -7.74623 1.09929 4.08654
H -6.69202 -0.13348 4.73140
H -7.90546 -0.61238 3.52665
H -2.49022 1.60911 1.59592
H -3.02561 2.32681 3.12351
H -3.52787 2.99020 1.58469
C -5.06367 -2.60160 0.66584
C -4.45422 -2.02442 1.93722
O -3.58974 -1.04774 1.40405
C -3.18189 -1.47003 0.19298
O -2.23685 -1.03881 -0.38146
O -4.01944 -2.39308 -0.30570
F -3.74086 -2.94579 2.62731
H -5.94270 -2.03064 0.37973
H -5.21349 -3.67331 0.76242
H -5.21061 -1.59784 2.59182
C 5.20812 4.52675 -5.38793
Cl 6.83761 3.79911 -5.25866
Cl 4.02048 3.25024 -5.00176
H 5.14224 5.35023 -4.69128
H 4.94842 4.75128 -6.41403
C 0.75048 1.68638 -4.49588
Cl 0.14330 2.23125 -6.05589
Cl 1.61398 0.15111 -4.65115
H 1.40628 2.41120 -4.02630
H -0.05841 1.50607 -3.79555
C 4.65853 -0.96138 0.50219
Cl 5.05634 -0.80154 -1.20969
Cl 5.22996 0.47076 1.41445
H 3.57676 -1.00588 0.56798
H 5.12929 -1.84687 0.91144
C 1.55162 -2.46524 -2.51595
Cl 0.13364 -3.42349 -3.03523
Cl 2.43113 -3.23447 -1.18627
H 2.13353 -2.33382 -3.41877
H 1.17348 -1.51041 -2.16905
C 7.49264 3.24517 -0.67530
Cl 8.96699 3.07705 0.27907
Cl 7.42517 2.14923 -2.07260
H 6.63073 3.09290 -0.03463
H 7.45080 4.24562 -1.09271
```

Atom charges from the Mulliken analysis, given in e for atoms 1 to 8: C -0.7199; O 0.0420; C 0.7624; O -0.5996; O -0.3974; C -0.2933; H 0.3575; H -0.0673